Model w:
This record from the OMol25 dataset describes a single CH3BBr2 molecule. The level of theory is ωB97M-V/def2-TZVPD.

Output
Frontier orbital gap, eV: 10.532
E_HOMO, Ha: -0.3783

Each line ends with the Löwdin charge.
Element x y z (Å)
Br  0.88871  1.33490  -0.87320  0.7384
Br  -1.97420  -0.34269  -1.39578  0.6512
C  -0.25369  -0.26291  -0.58436  -1.0819
B  0.20530  0.01600  0.99830  -0.2708
H  0.40314  -0.91597  -1.08679  -0.0264
H  1.23824  -0.35648  1.23469  -0.0130
H  -0.50750  0.52715  1.70714  0.0024

=====

Model x:
This record from the OMol25 dataset describes a 2-piece molecular cluster, CH3BBr2 overall. The level of theory is ωB97M-V/def2-TZVPD.

Output
Frontier orbital gap (spin up / spin down), eV: 7.573 / 7.578
E_HOMO (spin up / spin down), Ha: -0.3300 / -0.3288

Each line ends with the Löwdin charge.
Element x y z (Å)
Br  -0.99416  2.12407  0.22119  0.7486
Br  2.05784  -0.14380  -0.11445  0.6957
C  0.81502  -0.70827  1.08745  -0.5216
B  -0.81122  0.49005  -0.52885  -0.8285
H  -0.26591  0.52703  -1.58135  -0.0490
H  -1.20450  -0.50892  -0.03376  -0.0175
H  0.40292  -1.78015  0.94977  -0.0277

=====

Stability comparison, relative energies in kcal/mol: model w 0.0; model x 67.7

=====

Model w:
This record from the OMol25 dataset describes a single C25H24N2O6 molecule. The level of theory is ωB97M-V/def2-TZVPD.

Output
SMILES: COc1ccc(-c2cc(C(=O)N[C@@H](Cc3c[nH]c4ccccc34)C(=O)O)c(C)o2)cc1OC
Frontier orbital gap, eV: 7.904
E_HOMO, Ha: -0.2673

Each line ends with the Löwdin charge.
Element x y z (Å)
O  -0.64957  1.82196  0.15092  0.0923
O  7.05791  1.15446  0.59639  0.1263
O  2.76499  -0.34075  2.28046  0.0844
O  -5.67784  1.66620  -0.58562  -0.0627
O  -6.51341  -0.60344  0.33051  -0.0656
O  5.54596  2.55282  -0.26308  0.1172
N  2.50950  -3.29352  0.33084  0.0975
N  3.48726  0.95160  0.57141  0.1248
C  5.81486  1.50216  0.25652  -0.4932
C  -2.46755  0.30377  0.64633  -0.1538
C  1.14704  0.82697  1.00779  -0.0809
C  1.91678  -0.54949  -1.84846  -0.0326
C  -1.06794  0.66356  0.72641  -0.2096
C  3.75995  -2.74722  0.36279  -0.0416
C  -3.38125  1.18781  0.06000  0.0514
C  0.00638  0.02577  1.28309  0.0567
C  1.34522  3.13764  -0.22571  0.0069
C  2.50105  -1.47762  -0.98570  -0.1403
C  4.81626  0.40400  0.54325  -0.2029
C  -0.19504  -1.70345  -1.60649  -0.0958
C  -5.28941  2.91832  -1.09132  -0.0831
C  0.35896  -2.64897  -0.77190  -0.0243
C  -5.17815  -0.37277  0.46445  -0.2006
C  -2.92560  -0.91381  1.13075  -0.0273
C  1.70874  -2.52996  -0.46617  -0.2105
C  3.81097  -1.64171  -0.43605  -0.1868
C  0.57844  -0.67103  -2.14389  -0.0900
C  2.51670  0.42094  1.36595  -0.4317
C  -4.26760  -1.24469  1.03901  -0.0115
C  0.68224  1.91859  0.31194  -0.2515
C  4.94431  -0.68210  -0.56808  -0.0575
C  -4.72040  0.86830  -0.03567  -0.1899
C  -7.03454  -1.81212  0.82142  -0.0865
H  0.10704  0.04549  -2.80084  0.1044
H  5.90395  -1.18641  -0.45449  0.1253
H  -2.23537  -1.60912  1.57884  0.1100
H  -0.23674  -3.45092  -0.36116  0.1091
H  4.53747  -3.18697  0.95714  0.1286
H  -8.10365  -1.77450  0.61813  0.0939
H  2.19435  3.42081  0.39116  0.0888
H  2.50438  0.24992  -2.27796  0.1105
H  2.20869  -4.08321  0.87565  0.1576
H  -3.00979  2.12761  -0.31372  0.1112
H  -4.86231  3.55484  -0.30904  0.0977
H  -6.20134  3.37717  -1.47025  0.0940
H  0.62723  3.95507  -0.24460  0.0896
H  -4.56834  2.81757  -1.90951  0.0971
H  7.68486  1.86119  0.37207  0.1364
H  -6.87539  -1.91227  1.90045  0.0964
H  1.69112  2.97691  -1.24836  0.0866
H  3.22457  1.50231  -0.22924  0.1163
H  -4.59585  -2.19693  1.42404  0.1039
H  4.91100  -0.19387  -1.54468  0.1277
H  0.02357  -0.90002  1.81693  0.1238
H  -6.60019  -2.67755  0.30934  0.0958
H  5.01138  -0.05410  1.51708  0.1635
H  -1.24589  -1.75528  -1.84905  0.1043

=====

Model x:
This record from the OMol25 dataset describes a single C25H24N2O6 molecule. The level of theory is ωB97M-V/def2-TZVPD.

Output
SMILES: CCCc1cc(=O)oc2cc(OCC(=O)N[C@@H](Cc3c[nH]c4ccccc34)C(=O)O)ccc12
Frontier orbital gap, eV: 8.018
E_HOMO, Ha: -0.2927

Each line ends with the Löwdin charge.
Element x y z (Å)
O  -4.11400  0.40710  -2.68455  0.1036
O  2.15144  -2.27254  -1.92958  -0.0405
O  -2.13099  -0.49510  -2.32146  0.1204
O  6.03193  0.72776  -0.22561  0.1191
O  4.38882  -1.35480  0.63523  0.0989
O  4.97110  1.47831  1.59240  0.1279
N  3.56609  -0.15143  -1.09087  0.1400
N  -0.20345  2.09112  -2.15884  0.1001
C  -3.33674  -0.02152  -1.86685  -0.4618
C  -3.76009  -1.81660  2.25161  -0.2330
C  -1.35196  -0.95314  -0.07859  -0.1080
C  1.03853  -1.85360  -1.26173  -0.2560
C  -2.21914  2.73792  -0.82767  -0.0219
C  3.31835  -2.53741  -1.18051  -0.0787
C  0.89906  -1.83470  0.12830  0.0025
C  1.24891  1.77156  -0.47737  -0.1594
C  -0.02049  2.13603  0.07329  -0.1341
C  -2.62272  -0.50991  0.43986  -0.1592
C  -0.90231  2.33516  -1.01477  -0.2125
C  -2.96368  -3.10191  2.07096  -0.0991
C  -1.79042  2.72052  1.55467  -0.1026
C  -0.00589  -1.40165  -2.05508  0.0832
C  4.94759  1.10825  0.45427  -0.5161
C  -2.64556  2.92880  0.46841  -0.0962
C  3.71310  1.14034  -0.45377  -0.1937
C  -2.95440  -0.55582  1.90043  -0.1546
C  -0.48397  2.32715  1.37452  -0.0189
C  -3.55638  -0.08060  -0.44089  0.0520
C  -0.27552  -1.39768  0.69499  0.0022
C  -1.18196  -0.94699  -1.47543  -0.1842
C  2.46766  1.51935  0.35090  -0.0744
C  1.08421  1.75476  -1.83193  -0.0561
C  3.81579  -1.29510  -0.43105  -0.4721
H  0.09219  -1.40347  -3.12820  0.1393
H  -2.05308  -0.51498  2.50904  0.1081
H  -2.87989  2.89446  -1.66667  0.1184
H  -3.57575  -3.96116  2.33478  0.0718
H  -3.56080  0.31888  2.14070  0.1155
H  3.02650  -0.19539  -1.94186  0.1356
H  -3.66081  3.24777  0.65091  0.1062
H  -0.35710  -1.39958  1.76907  0.1141
H  -2.64049  -3.21649  1.03899  0.0718
H  3.90856  1.88447  -1.23413  0.1665
H  -2.08335  -3.10371  2.70945  0.0731
H  -4.08681  -1.73903  3.29049  0.1078
H  -2.16679  2.88306  2.55409  0.1013
H  3.17643  -3.35767  -0.46838  0.1392
H  4.07204  -2.83989  -1.91311  0.1444
H  6.79205  0.66371  0.37349  0.1403
H  1.70085  -2.15810  0.77192  0.1162
H  -0.58332  2.11929  -3.08950  0.1635
H  -4.65139  -1.85159  1.62217  0.1093
H  0.17455  2.17819  2.21682  0.1139
H  -4.52379  0.26418  -0.11127  0.1376
H  1.79030  1.55227  -2.61542  0.1221
H  2.70069  2.41330  0.93574  0.1349
H  2.26631  0.71785  1.06763  0.1320

=====

Stability comparison, relative energies in kcal/mol: model w 29.5; model x 0.0

=====

Model w:
This record from the OMol25 dataset describes a 2-piece molecular cluster, C5H14S overall. The level of theory is ωB97M-V/def2-TZVPD.

Output
SMILES: CCC.CSC
Frontier orbital gap, eV: 9.239
E_HOMO, Ha: -0.3025

Each line ends with the Löwdin charge.
Element x y z (Å)
S  -1.02842  2.88775  0.22828  0.7504
C  -1.40838  1.30904  0.83113  -0.5046
C  1.03401  -1.10494  0.01378  -0.3396
C  -0.27267  -1.81812  -0.44320  -0.1106
C  1.79382  -1.93569  1.08296  -0.1387
C  -0.55748  2.69335  -1.46917  -0.4320
H  -0.42248  -2.60969  0.46742  0.1186
H  0.16272  1.87977  -1.60840  0.0373
H  2.53988  -1.27508  1.64389  0.0913
H  0.02544  3.60050  -1.68098  0.0351
H  -2.54614  1.44361  1.08539  0.0605
H  1.05724  -2.19852  1.90910  0.0750
H  -1.14248  -1.15733  -0.47368  0.0335
H  0.77224  0.02823  0.15153  0.0910
H  1.80425  -0.96313  -0.84280  0.1108
H  2.06657  -2.83035  0.60368  0.0469
H  -1.40862  2.65908  -2.06650  0.0034
H  -1.55854  0.56203  0.08547  -0.0066
H  -0.92941  1.10704  1.80645  0.0470
H  0.01845  -2.27755  -1.32435  0.0312

=====

Model x:
This record from the OMol25 dataset describes a 2-piece molecular cluster, C5H14S overall. The level of theory is ωB97M-V/def2-TZVPD.

Output
SMILES: CCC.CCS
Frontier orbital gap, eV: 9.975
E_HOMO, Ha: -0.3349

Each line ends with the Löwdin charge.
Element x y z (Å)
S  -2.58207  -0.00541  1.26287  0.6456
C  -1.60607  1.60408  1.23042  -0.5730
C  0.82380  -1.95583  -1.51143  -0.1081
C  1.07864  -0.67240  -0.65636  -0.2979
C  2.13091  -0.95629  0.42571  -0.1244
C  -1.58558  2.24438  -0.13018  -0.1863
H  -0.65580  1.27392  1.64791  0.0474
H  0.00318  -2.55928  -1.10997  0.0671
H  0.56035  -1.72364  -2.53902  0.0595
H  -2.06054  2.27678  1.95554  0.0546
H  -2.32973  1.70546  -0.70795  0.0432
H  2.43367  -0.02906  0.89159  0.0582
H  -1.86634  3.30517  -0.13704  0.0732
H  3.02076  -1.43597  0.02307  0.0641
H  0.15649  -0.37082  -0.19603  0.0519
H  1.73892  -2.54575  -1.49916  0.0590
H  -1.70628  -0.74920  1.96889  -0.1648
H  1.43340  0.07245  -1.35007  0.0893
H  1.70245  -1.63676  1.17844  0.0766
H  -0.69014  2.15816  -0.74725  0.0648

=====

Model y:
This record from the OMol25 dataset describes a 2-piece molecular cluster, C5H14S overall. The level of theory is ωB97M-V/def2-TZVPD.

Output
SMILES: CCSC.CC
Frontier orbital gap, eV: 9.486
E_HOMO, Ha: -0.3144

Each line ends with the Löwdin charge.
Element x y z (Å)
S  -0.09998  -1.25206  1.18702  0.7884
C  1.40777  -1.57416  2.00734  -0.4809
C  -0.63809  0.28185  1.87365  -0.6088
C  -0.05308  -0.59676  -2.66385  -0.1857
C  0.23421  1.54907  1.62158  -0.1964
C  -1.21023  0.32961  -2.87994  -0.2057
H  1.81910  -2.57304  1.51804  0.0816
H  0.90623  -0.14719  -2.78549  0.0533
H  -0.02162  -1.11750  -3.56218  0.0362
H  -0.98753  0.32527  3.10678  0.1480
H  -1.44828  1.03273  -1.99251  0.0746
H  -1.12774  0.98781  -3.81915  0.0814
H  1.31615  -1.59207  3.12114  0.0454
H  -0.06113  -1.13635  -1.68617  0.0366
H  -0.34550  2.46946  1.46825  0.0616
H  -2.23719  -0.08232  -3.07842  0.0640
H  0.98641  1.84744  2.38420  0.0636
H  0.95739  1.51405  0.78315  0.0660
H  2.20651  -0.84928  1.99365  0.0196
H  -1.60338  0.58346  1.40292  0.0572

=====

Stability comparison, relative energies in kcal/mol: model w 35.5; model x 0.0; model y 32.5

=====

Model w:
This record from the OMol25 dataset describes a 2-piece molecular cluster, C5H14S overall. The level of theory is ωB97M-V/def2-TZVPD.

Output
SMILES: CCC.CSC
Frontier orbital gap, eV: 9.534
E_HOMO, Ha: -0.3114

Each line ends with the Löwdin charge.
Element x y z (Å)
S  1.48403  0.46024  2.57023  0.7216
C  -2.12568  0.43660  -3.42828  -0.1202
C  2.38928  -0.34465  1.21991  -0.4189
C  -2.14296  -0.19105  -0.93627  -0.1237
C  -1.36028  0.46189  -2.08506  -0.3096
C  2.30974  -0.19443  4.01416  -0.4631
H  -2.71095  -1.06210  -1.25709  0.0648
H  -2.55028  1.41790  -3.66464  0.0637
H  -1.46804  -0.37383  -0.09675  0.0575
H  -2.97162  -0.25163  -3.42885  0.0615
H  2.57643  -1.25098  3.92478  0.0357
H  1.66478  -0.85052  0.58276  0.0157
H  3.19822  0.38281  4.26946  0.0296
H  -0.38851  -0.00541  -2.21723  0.0866
H  -1.20146  1.50132  -1.80837  0.0912
H  -2.84634  0.53522  -0.51003  0.0706
H  -1.43462  0.22068  -4.24096  0.0604
H  1.61649  -0.14906  4.85113  0.0244
H  3.03561  -1.09695  1.65615  0.0261
H  2.92616  0.35394  0.58494  0.0259

=====

Model x:
This record from the OMol25 dataset describes a 2-piece molecular cluster, C5H14S overall. The level of theory is ωB97M-V/def2-TZVPD.

Output
SMILES: CCC.CSC
Frontier orbital gap, eV: 9.484
E_HOMO, Ha: -0.3135

Each line ends with the Löwdin charge.
Element x y z (Å)
S  0.59225  -1.42956  1.09880  0.7250
C  -2.29559  0.26963  -0.73676  -0.1444
C  0.63785  -0.06358  2.27968  -0.4450
C  2.43533  -1.72136  0.78926  -0.3380
C  -0.99117  1.08895  -0.91485  -0.3396
C  -0.31912  0.87283  -2.24466  -0.1369
H  -3.20360  0.65685  -1.26117  0.0709
H  0.50000  1.58190  -2.30806  0.0663
H  0.17025  0.91988  2.04040  0.0416
H  -1.28478  2.12449  -0.67320  0.1074
H  2.55495  -2.05269  -0.21683  0.0159
H  -2.24040  -0.80496  -0.89215  0.0561
H  1.65322  0.24042  2.55231  0.0343
H  -2.63356  0.37634  0.33913  0.0740
H  -0.99852  0.87934  -3.10240  0.0715
H  0.06114  -0.36129  3.15099  0.0177
H  2.78055  -2.32689  1.63116  0.0292
H  2.78118  -0.71178  1.00152  0.0110
H  0.09128  -0.13299  -2.32172  0.0656
H  -0.29125  0.59447  -0.21145  0.0173

=====

Model y:
This record from the OMol25 dataset describes a 2-piece molecular cluster, C5H14S overall. The level of theory is ωB97M-V/def2-TZVPD.

Output
SMILES: CCSC.CC
Frontier orbital gap, eV: 9.469
E_HOMO, Ha: -0.3132

Each line ends with the Löwdin charge.
Element x y z (Å)
S  2.51994  0.03823  0.80640  0.7782
C  1.24594  1.28146  0.42571  -0.5515
C  2.17420  -1.07623  -0.54488  -0.4434
C  -2.85502  -0.44461  0.93025  -0.1722
C  1.61479  2.19395  -0.73793  -0.1604
C  -2.26529  -1.59174  0.10751  -0.1631
H  -2.92698  0.47988  0.35660  0.0591
H  -2.22476  -0.23520  1.79589  0.0594
H  2.49326  2.78290  -0.55801  0.0652
H  1.22633  -1.60190  -0.45093  0.0214
H  1.03148  1.87948  1.31160  0.0675
H  -2.81471  -1.69997  -0.82358  0.0613
H  2.94179  -1.85589  -0.59104  0.0351
H  2.28373  -0.58535  -1.50522  0.0264
H  -3.84110  -0.70966  1.30840  0.0598
H  0.34799  0.70559  0.19955  0.0507
H  1.80297  1.59350  -1.59969  0.0443
H  0.79257  2.83146  -0.99519  0.0644
H  -1.21051  -1.47622  -0.13004  0.0332
H  -2.33662  -2.50965  0.69460  0.0647

=====

Stability comparison, relative energies in kcal/mol: model w 6.6; model x 17.9; model y 0.0